C19H21N3O4 | ωB97M-V/def2-TZVPD

XYZ file:
```
47
Properties=species:S:1:pos:R:3:nbo_charge:R:1
C 0.461 -3.809 -0.308 -0.26
O 1.725 -3.514 0.248 -0.51
C 1.926 -2.276 0.760 0.38
C 0.929 -1.332 0.984 -0.32
C 1.262 -0.073 1.452 -0.19
C 2.578 0.281 1.707 -0.06
C 2.945 1.705 2.016 -0.41
C 3.530 2.393 0.760 -0.48
C 2.590 2.183 -0.409 0.69
O 1.675 2.938 -0.678 -0.64
N 2.851 1.038 -1.086 -0.45
N 2.075 0.511 -2.129 -0.48
C 0.776 0.006 -1.967 0.79
O 0.464 -1.040 -2.493 -0.64
N -0.024 0.848 -1.268 -0.64
C -1.324 0.636 -0.832 0.18
C -2.042 -0.528 -1.100 -0.22
C -3.320 -0.686 -0.603 -0.17
C -3.916 0.308 0.172 -0.20
C -5.280 0.203 0.737 0.58
C -6.086 -1.021 0.370 -0.72
O -5.734 1.063 1.462 -0.55
C -3.189 1.475 0.430 -0.13
C -1.916 1.641 -0.061 -0.26
C 3.565 -0.688 1.537 -0.24
C 3.248 -1.949 1.077 -0.27
H 0.557 -4.803 -0.740 0.20
H 0.203 -3.092 -1.093 0.20
H -0.323 -3.822 0.456 0.17
H -0.106 -1.558 0.783 0.23
H 0.475 0.651 1.607 0.22
H 3.687 1.752 2.814 0.22
H 2.057 2.252 2.337 0.22
H 3.621 3.463 0.943 0.24
H 4.514 1.982 0.533 0.21
H 3.484 0.377 -0.645 0.40
H 2.631 -0.067 -2.748 0.40
H 0.371 1.769 -1.060 0.45
H -1.596 -1.298 -1.707 0.24
H -3.850 -1.599 -0.827 0.21
H -5.594 -1.917 0.740 0.23
H -7.074 -0.945 0.818 0.24
H -6.185 -1.096 -0.711 0.23
H -3.655 2.244 1.028 0.24
H -1.362 2.547 0.139 0.22
H 4.595 -0.447 1.761 0.21
H 4.009 -2.699 0.935 0.23
```

Properties
SMILES: COc1ccc(CCC(=O)NNC(=O)Nc2ccc(C(C)=O)cc2)cc1
electronic energy: -1201.87867 a.u.
maximum force: 0.601 eV Å⁻¹
energy above the lowest of the compared OMol25 structures with the same formula, charge and spin: 40.7 kcal per mole
gap between HOMO and LUMO: 8.91 eV


C2H12O3S2 | ωB97M-V/def2-TZVPD

XYZ file:
```
19
Properties=species:S:1:pos:R:3:nbo_charge:R:1
C -1.268 1.314 -1.571 -0.61
C -1.379 0.805 -0.117 -0.55
S 0.188 0.981 0.752 0.10
S -0.332 -0.358 2.355 -0.15
H -0.388 1.937 -1.599 0.21
H -1.121 0.469 -2.227 0.21
H -2.068 1.976 -1.913 0.22
H -2.047 1.497 0.368 0.21
H -1.907 -0.154 -0.018 0.22
H 0.898 -0.115 2.836 0.13
O 3.628 -2.170 -4.436 -0.94
H 3.943 -2.607 -3.656 0.47
H 3.205 -1.364 -4.144 0.47
O -6.041 -0.798 1.375 -0.94
H -5.147 -1.092 1.184 0.47
H -6.625 -1.555 1.311 0.47
O 5.736 0.309 2.866 -0.93
H 5.699 1.125 3.361 0.46
H 5.028 -0.199 3.274 0.46
```

Properties
SMILES: CCSS.O.O.O
electronic energy: -1105.44981 a.u.
maximum force: 1.803 eV Å⁻¹
energy above the lowest of the compared OMol25 structures with the same formula, charge and spin: 32.5 kcal per mole
gap between HOMO and LUMO: 8.48 eV


C26H67O2RuS2Si7Te | ωB97M-V/def2-TZVPD

XYZ file:
```
106
Properties=species:S:1:pos:R:3:lowdin_spin:R:1
Ru 1.068 1.569 0.124 0.81
C 1.226 5.890 -1.644 0.00
C 0.828 4.513 -1.177 0.01
S 2.092 3.502 -0.548 0.00
C -0.435 4.066 -1.284 0.01
C -1.556 4.878 -1.875 0.00
S -0.802 2.450 -0.729 0.05
H 2.269 6.091 -1.396 0.00
H 0.608 6.664 -1.178 0.00
H 1.111 5.991 -2.729 0.00
H -1.370 5.122 -2.928 0.00
H -1.696 5.826 -1.344 0.00
H -2.495 4.325 -1.823 0.00
C 5.638 3.100 -0.514 0.00
O 4.551 2.236 -0.515 0.00
Si 4.429 0.759 0.239 0.01
C 6.002 -0.097 -0.403 0.00
C 4.667 1.084 2.075 0.00
C 2.802 -0.018 -0.121 0.03
Si 2.662 -0.433 -1.924 0.00
C 0.899 -0.675 -2.549 0.01
C 3.345 0.914 -3.062 0.00
C 3.628 -1.993 -2.433 0.00
Si 2.659 -1.553 0.946 0.01
C 1.540 -2.942 0.284 0.00
C 4.299 -2.537 1.095 0.00
C 2.272 -1.238 2.767 0.00
H 6.483 2.701 -1.095 0.00
H 6.000 3.316 0.501 0.00
H 5.324 4.045 -0.967 0.00
H 6.872 0.441 -0.007 0.00
H 6.041 -0.017 -1.494 0.00
H 6.107 -1.146 -0.136 0.00
H 5.552 1.702 2.260 0.00
H 4.767 0.168 2.660 0.00
H 3.777 1.611 2.432 0.00
H 0.406 0.299 -2.607 0.00
H 0.276 -1.301 -1.910 0.00
H 0.923 -1.103 -3.559 0.00
H 2.918 1.887 -2.815 0.00
H 3.095 0.663 -4.099 0.00
H 4.431 1.008 -2.985 0.00
H 3.176 -2.910 -2.047 0.00
H 4.658 -1.951 -2.073 0.00
H 3.653 -2.062 -3.526 0.00
H 0.960 -2.671 -0.597 0.00
H 0.825 -3.224 1.058 0.00
H 2.153 -3.816 0.033 0.00
H 4.670 -2.882 0.126 0.00
H 4.062 -3.421 1.697 0.00
H 5.100 -1.998 1.603 0.00
H 1.826 -0.256 2.918 0.00
H 3.192 -1.291 3.359 0.00
H 1.580 -1.997 3.143 0.00
C -4.851 -4.329 0.667 0.00
Si -3.101 -3.639 0.921 0.00
C -1.928 -4.870 0.101 0.00
C -2.763 -3.665 2.776 0.00
Si -2.846 -1.459 0.107 0.00
Te -0.874 -0.448 1.212 -0.01
Si -4.615 -0.177 0.953 0.00
C -4.420 0.057 2.814 0.00
C -6.380 -0.860 0.738 0.00
C -4.570 1.517 0.128 0.00
Si -3.150 -1.507 -2.226 0.00
C -2.239 -2.917 -3.091 0.00
C -2.723 0.110 -3.071 0.00
C -4.982 -1.829 -2.615 0.00
H -4.916 -5.360 1.029 0.00
H -5.133 -4.322 -0.389 0.00
H -5.589 -3.732 1.207 0.00
H -1.895 -5.803 0.674 0.00
H -0.914 -4.474 0.043 0.00
H -2.256 -5.106 -0.913 0.00
H -2.609 -4.687 3.135 0.00
H -3.600 -3.229 3.328 0.00
H -1.873 -3.073 3.003 0.00
H -4.500 -0.901 3.335 0.00
H -5.205 0.720 3.193 0.00
H -3.445 0.485 3.049 0.00
H -6.589 -1.614 1.502 0.00
H -6.551 -1.324 -0.235 0.00
H -7.107 -0.051 0.862 0.00
H -3.546 1.899 0.102 0.00
H -5.199 2.232 0.666 0.00
H -4.929 1.458 -0.904 0.00
H -1.161 -2.886 -2.922 0.00
H -2.419 -2.849 -4.168 0.00
H -2.610 -3.884 -2.745 0.00
H -1.738 0.472 -2.786 0.00
H -3.438 0.886 -2.787 0.00
H -2.754 -0.009 -4.159 0.00
H -5.345 -2.745 -2.143 0.00
H -5.108 -1.932 -3.698 0.00
H -5.615 -1.005 -2.280 0.00
C 0.819 4.016 2.766 0.00
C 0.415 2.547 2.811 0.01
C 0.425 2.017 4.244 0.00
O 1.286 1.741 2.065 0.06
H 0.124 4.625 3.354 0.00
H 0.828 4.376 1.736 0.00
H 1.827 4.136 3.176 0.00
H -0.610 2.456 2.424 0.00
H 1.444 2.054 4.641 0.00
H 0.087 0.980 4.253 0.00
H -0.228 2.611 4.891 0.00
```

Properties
total charge: -2
2S+1: 2
electronic energy: -4367.39103 a.u.
maximum force: 0.413 eV Å⁻¹
energy above the lowest of the compared OMol25 structures with the same formula, charge and spin: 0.3 kcal per mole
gap between HOMO and LUMO (alpha / beta): 5.62 / 5.58 eV


C28H49N2OP3ScSe | ωB97M-V/def2-TZVPD

XYZ file:
```
85
Properties=species:S:1:pos:R:3:lowdin_charge:R:1
Sc -0.673 -0.429 -0.032 0.37
P -0.476 1.686 -1.773 0.83
P -0.236 0.097 2.703 0.79
P -2.844 1.049 0.979 0.76
H -3.601 -3.078 -3.263 0.04
C -4.226 -2.413 -3.863 -0.08
C -3.754 -1.258 -4.342 -0.07
H -2.771 -0.865 -4.082 0.03
C 0.845 1.973 -2.955 -0.20
C 0.086 2.825 -0.442 -0.20
C -1.904 2.620 -2.394 -0.20
C -0.750 -1.233 3.871 -0.24
C 1.529 0.111 3.143 -0.27
C -0.719 1.456 3.854 -0.26
C -4.268 1.378 -0.136 -0.24
C -2.925 2.705 1.795 -0.24
C -3.691 0.067 2.272 -0.24
H -5.245 -2.771 -4.123 0.09
H -4.366 -0.708 -5.078 0.07
H 0.897 1.158 -3.677 0.06
H 1.813 2.027 -2.437 0.07
H 0.674 2.923 -3.486 0.09
H 1.122 2.615 -0.151 0.05
H -0.555 2.786 0.448 0.02
H 0.046 3.851 -0.834 0.09
H -2.372 2.085 -3.234 0.08
H -1.573 3.617 -2.728 0.09
H -2.644 2.786 -1.598 0.02
H -0.063 -1.200 4.727 0.07
H -0.681 -2.207 3.380 0.04
H -1.773 -1.080 4.233 0.05
H 1.595 0.091 4.236 0.06
H 2.020 1.015 2.776 0.05
H 2.029 -0.771 2.736 0.05
H -0.091 1.390 4.750 0.07
H -1.765 1.377 4.172 0.05
H -0.544 2.427 3.382 0.05
H -5.022 1.983 0.385 0.07
H -4.726 0.439 -0.464 0.03
H -3.956 1.909 -1.035 0.01
H -3.976 2.936 2.016 0.07
H -2.525 3.487 1.142 0.05
H -2.377 2.757 2.735 0.01
H -4.732 0.405 2.353 0.08
H -3.210 0.182 3.248 0.02
H -3.684 -0.999 2.020 0.04
C -2.201 -3.148 -0.108 -0.65
C -2.899 -2.403 -1.079 -0.20
C -4.258 -2.136 -0.888 -0.10
C -4.989 -2.918 0.011 -0.01
C -4.312 -3.747 0.931 -0.03
C -2.918 -3.812 0.919 -0.09
Se -0.324 -3.072 -0.146 0.93
H -0.741 -0.025 -1.907 0.05
H -2.358 -2.114 -1.984 0.07
H -4.800 -1.378 -1.460 0.10
H -6.085 -2.876 -0.001 0.14
H -4.866 -4.308 1.689 0.13
H -2.360 -4.336 1.698 0.12
C 5.977 -0.421 -1.418 0.05
N 4.568 -0.680 -1.580 -0.04
N 3.693 -0.395 -0.591 0.06
C 2.429 -0.610 -1.047 -0.36
O 1.377 -0.305 -0.339 -0.25
C 2.573 -1.134 -2.354 0.07
C 3.924 -1.165 -2.658 -0.21
C 4.679 -1.676 -3.831 0.01
C 4.204 0.209 0.610 -0.23
C 4.217 1.597 0.760 -0.03
C 4.852 2.153 1.869 -0.05
C 5.444 1.321 2.822 -0.04
C 5.474 -0.077 2.646 -0.03
C 4.856 -0.633 1.527 -0.03
H 6.444 -0.752 -2.346 0.10
H 6.408 -0.989 -0.581 0.11
H 6.202 0.651 -1.285 0.12
H 1.721 -1.319 -2.978 0.12
H 5.297 -0.917 -4.335 0.11
H 5.356 -2.483 -3.506 0.11
H 3.987 -2.089 -4.580 0.10
H 3.795 2.196 -0.045 0.12
H 4.867 3.239 1.959 0.12
H 5.926 1.780 3.681 0.12
H 5.968 -0.728 3.389 0.13
H 4.936 -1.704 1.311 0.13
```

Properties
total charge: +3
electronic energy: -5466.32450 a.u.
maximum force: 2.086 eV Å⁻¹
energy above the lowest of the compared OMol25 structures with the same formula, charge and spin: 79.4 kcal per mole
gap between HOMO and LUMO (alpha / beta): 4.93 / 6.45 eV